No. 1
A structure of composition C24H18Br2N2O3STc in a non-equilibrium geometry. Source: OMol25; level of theory: wB97M-V/def2-TZVPD.

```
51
Properties=species:S:1:pos:R:3:forces:R:3
Tc 1.0879 -0.3241 0.1398 0.5 -0.7 0.5
Br -2.0037 -4.1133 -0.8386 0.0 -0.1 0.0
C -1.5952 -3.3660 0.8175 0.0 -0.1 -0.2
C -2.2120 -3.8405 1.9989 0.0 0.0 0.0
C -1.9315 -3.2893 3.2175 0.0 0.0 0.0
Br -2.7736 -3.9581 4.7468 0.0 0.0 0.1
C -1.0044 -2.2124 3.3288 0.0 0.0 0.1
C -0.6392 -1.5326 4.5044 0.0 0.0 0.0
C 0.2694 -0.4958 4.4461 -0.1 -0.1 0.2
C 0.8166 -0.1214 3.2253 0.0 0.0 -0.2
N 0.4985 -0.7495 2.0964 -0.1 0.1 0.2
C -0.3998 -1.7832 2.1424 0.2 0.3 0.0
C -0.6839 -2.3541 0.9038 0.2 0.1 -0.3
O 0.0203 -1.8293 -0.1525 -0.2 0.1 0.2
H -2.9218 -4.6528 1.9235 0.0 0.0 0.0
H -1.0821 -1.8206 5.4490 0.0 0.0 0.0
H 0.5578 0.0417 5.3383 0.0 0.0 0.0
H 1.5158 0.7021 3.1536 0.0 0.0 0.0
O 1.8174 -0.1580 -1.6768 -0.9 0.9 -0.6
S 2.7704 0.2291 -2.8206 0.6 -0.6 0.4
C 3.4246 1.8882 -2.4698 -0.1 0.0 0.2
C 4.2478 2.0576 -1.2311 0.1 0.1 0.0
C 3.6660 2.1593 0.0313 -0.1 0.1 0.0
C 4.4488 2.3370 1.1622 0.1 0.0 -0.1
C 5.8301 2.4341 1.0412 0.0 0.0 0.0
C 6.4174 2.3651 -0.2147 0.0 0.0 0.0
C 5.6298 2.1759 -1.3430 0.1 0.0 -0.1
C 4.1926 -0.8615 -2.3419 0.0 0.1 0.1
C 4.1184 -1.2586 -0.8827 0.2 0.0 -0.1
C 3.0738 -2.0705 -0.3901 0.0 0.0 0.0
C 2.9887 -2.3692 0.9717 -0.1 0.0 -0.1
C 3.9663 -1.8993 1.8505 0.1 0.1 0.1
C 5.0233 -1.1584 1.3568 0.0 0.0 0.1
C 5.0924 -0.8328 0.0010 0.0 0.0 0.0
H 2.5304 2.5161 -2.4902 0.0 0.0 0.0
H 4.0061 2.1011 -3.3715 -0.1 0.0 0.0
H 2.5904 2.1923 0.1309 -0.1 0.0 -0.1
H 3.9835 2.4412 2.1350 0.0 0.0 0.0
H 6.4419 2.5930 1.9201 0.0 0.0 0.0
H 7.4896 2.4703 -0.3207 0.0 0.0 0.0
H 6.0963 2.1409 -2.3228 0.0 0.0 0.0
H 5.0903 -0.2837 -2.5631 0.1 -0.1 0.0
H 4.1398 -1.7117 -3.0209 -0.1 0.0 0.0
H 2.3834 -2.5435 -1.0760 0.0 0.0 0.0
H 2.2055 -3.0299 1.3274 0.0 0.0 0.0
H 3.9262 -2.1608 2.9003 0.0 0.0 0.0
H 5.8067 -0.8225 2.0242 0.0 0.0 0.0
H 5.9145 -0.2280 -0.3591 0.0 -0.1 0.1
O -1.1974 3.1882 0.3317 0.0 0.0 0.0
C -0.4615 2.3045 0.3279 0.0 -0.3 0.0
N 0.3614 1.4009 0.3314 -0.2 0.3 -0.1
```
Forces are in eV/Å.

Its charge is +2. Its HOMO energy (spin up / spin down) is -14.19 / -14.35 eV. As for the expectation value of S²: 3.776. As for the spin multiplicity: 4. The value obtained for the LUMO energy (spin up / spin down) is -8.152 / -8.240 eV. For the relative energy (zero: lowest compared OMol25 entry of this formula, charge and spin), the calculation gives 0.0 kcal per mole.

natural (NBO) atomic charge list, values in e, 6 entries: 1.64, 0.20, -0.10, -0.23, -0.07, 0.18

=====

No. 2
A structure of composition C24H18Cl2IN5NiS2. Source: OMol25; level of theory: wB97M-V/def2-TZVPD.

```
53
Properties=species:S:1:pos:R:3:forces:R:3
Ni -0.2333 -1.5309 -0.1977 0.0 -0.1 -0.1
S 1.2605 -2.8577 -1.0037 0.1 -0.1 -0.1
C 2.2868 -1.6048 -1.6745 0.0 0.5 0.2
N 3.3354 -1.8867 -2.3615 0.0 -0.1 -0.1
N 4.1852 -0.9283 -2.7725 -0.2 -0.1 -0.1
C 4.7738 0.1091 -2.0277 0.0 0.2 0.1
C 4.5678 0.3200 -0.6655 0.1 -0.1 -0.1
C 5.2568 1.3310 -0.0153 0.0 0.0 0.0
C 6.1440 2.1513 -0.6977 0.0 0.0 0.0
C 6.3444 1.9409 -2.0538 0.0 0.0 0.0
C 5.6696 0.9296 -2.7149 -0.1 0.0 0.0
N 1.8789 -0.2665 -1.5382 0.2 -0.4 -0.4
N 0.7433 -0.1717 -1.0406 0.0 0.2 0.5
C 0.1775 1.1169 -0.8940 0.1 0.0 -0.3
C 0.8542 2.2665 -0.9402 -0.2 -0.1 0.1
C 0.1648 3.5119 -0.6160 -0.1 -0.1 0.0
C -1.1176 3.5131 -0.2486 0.1 0.1 0.0
C -1.9894 2.2917 -0.2138 0.0 0.0 0.0
C -1.2806 0.9877 -0.6251 -0.1 0.1 -0.1
H 4.7524 -1.2664 -3.5319 0.1 -0.1 0.1
H 3.8973 -0.3068 -0.0969 0.0 0.0 0.0
H 5.0956 1.4731 1.0457 0.0 0.0 0.0
H 6.6761 2.9360 -0.1779 0.0 0.0 0.0
H 7.0301 2.5689 -2.6077 0.0 0.0 0.0
H 5.8298 0.7736 -3.7754 0.0 0.0 0.0
H 1.9161 2.2638 -1.1497 0.0 0.0 0.0
H 0.7367 4.4292 -0.6276 0.0 0.0 0.0
H -1.5889 4.4414 0.0546 0.0 0.0 0.0
H -2.8310 2.4580 -0.8908 0.0 0.0 0.0
H -1.7603 0.5597 -1.5076 0.0 0.0 0.0
Cl -1.1227 -3.3649 0.7365 -0.1 -0.1 0.1
C -2.8349 -3.3832 1.2166 0.4 -0.1 -0.2
C -3.6605 -4.1101 0.3766 -0.2 0.1 0.1
C -4.9935 -4.2338 0.7242 0.1 0.0 -0.1
C -5.4365 -3.6175 1.8916 0.0 0.0 0.0
C -4.5712 -2.9028 2.6934 0.0 0.1 0.1
Cl -5.2282 -2.1695 4.1229 0.0 0.0 0.0
C -3.1834 -2.7430 2.4181 -0.1 -0.2 0.1
S -2.0901 -1.8845 3.3976 0.1 0.1 0.0
H -3.2632 -4.5608 -0.5217 0.0 0.0 0.0
H -5.6765 -4.7951 0.1027 0.0 0.0 0.0
H -6.4731 -3.6952 2.1904 0.0 0.0 0.0
I -0.8149 2.7352 3.6918 0.0 0.0 0.0
C -1.4104 1.6323 2.0600 0.0 -0.1 0.0
C -2.5906 2.0280 1.2052 0.0 0.1 0.0
C -3.4835 0.8196 1.0502 0.0 -0.1 0.0
C -2.8457 -0.2703 0.6637 -0.1 0.1 -0.1
N -1.4055 -0.0811 0.4595 0.0 0.1 0.2
C -0.8138 0.5194 1.6722 -0.1 0.0 0.0
H -3.1100 2.9052 1.5813 0.0 0.0 0.0
H -4.5453 0.8496 1.2449 0.0 0.0 0.0
H -3.2516 -1.2505 0.4683 0.0 0.1 0.0
H 0.0285 0.0195 2.1199 0.0 0.0 0.0
```
Forces are in eV/Å.

Its charge is 0. Its HOMO energy (spin up / spin down) is -6.63 / -6.63 eV. As for the spin multiplicity: 1. The value obtained for the LUMO energy (spin up / spin down) is -2.118 / -2.118 eV.

natural (NBO) atomic charge list, values in e, 6 entries: 0.83, -0.19, 0.11, -0.18, -0.39, 0.13

=====

No. 3
A structure of composition C24H18Cl2N3O3SY. Source: OMol25; level of theory: wB97M-V/def2-TZVPD.

```
52
Properties=species:S:1:pos:R:3:forces:R:3
Y 0.3164 0.2610 -0.0637 0.1 0.3 0.2
S -3.3886 -2.2907 -1.8360 -0.1 0.0 -0.2
C -2.6458 -1.6166 -3.2186 0.1 0.1 0.0
C -1.4983 -0.9488 -2.8983 0.0 0.0 -0.1
C -1.1629 -0.9484 -1.5060 -0.3 -0.2 -0.2
C -2.1385 -1.6500 -0.8302 0.2 0.0 0.2
C -2.1614 -1.8481 0.6220 0.1 0.1 -0.2
C -3.1334 -2.5951 1.2810 0.0 0.0 0.1
C -3.0679 -2.7230 2.6544 0.0 0.0 0.0
C -2.0395 -2.1078 3.3515 0.1 0.1 0.0
C -1.1105 -1.3771 2.6331 -0.1 -0.1 -0.1
N -1.1660 -1.2449 1.3033 0.0 0.0 0.1
H -3.0812 -1.7436 -4.1967 -0.1 0.0 0.0
H -0.9065 -0.4528 -3.6571 0.0 0.0 0.0
H -3.9276 -3.0748 0.7270 0.0 0.0 -0.1
H -3.8163 -3.3028 3.1786 0.0 0.0 0.0
H -1.9480 -2.1847 4.4245 0.0 0.0 0.0
H -0.2846 -0.8670 3.1113 0.0 0.0 0.1
N -5.2007 5.7395 0.8991 0.0 0.0 0.0
C -4.4238 4.9009 0.7983 0.0 0.0 0.0
C -3.4479 3.8505 0.6712 0.0 0.1 0.1
C -3.6212 2.8417 -0.2665 0.1 -0.1 0.0
C -2.6514 1.8575 -0.3509 0.0 0.1 0.1
N -1.5708 1.8461 0.4360 0.1 -0.1 -0.2
C -1.4087 2.8230 1.3310 0.0 0.0 0.1
C -2.3241 3.8480 1.4887 0.1 -0.1 -0.1
H -4.4810 2.8195 -0.9195 0.0 0.0 0.0
H -2.7299 1.0500 -1.0681 0.0 0.0 0.0
H -0.5104 2.7676 1.9351 0.0 0.0 0.0
H -2.1616 4.6216 2.2241 0.0 0.0 0.0
Cl 1.4974 0.7326 2.1418 0.0 0.0 0.2
C 0.4386 5.6949 -3.6634 0.0 0.1 0.1
C 0.3285 4.3449 -4.3013 0.0 -0.1 0.0
C -0.6531 4.0589 -5.2340 0.0 -0.1 0.0
C -0.7416 2.7932 -5.7987 -0.1 0.1 -0.1
Cl -2.0003 2.4658 -6.9585 0.0 0.0 0.0
C 0.1458 1.7991 -5.4545 0.0 -0.1 0.0
C 1.1363 2.0658 -4.5149 -0.1 0.0 0.0
C 1.2196 3.3252 -3.9439 0.1 0.1 0.0
O 2.1750 3.6824 -3.0291 -0.1 0.0 0.0
C 2.8473 2.6386 -2.3727 0.1 0.0 0.0
C 1.9137 1.7608 -1.5574 0.0 0.1 -0.2
O 0.8100 2.2222 -1.1552 0.0 0.1 0.0
O 2.2720 0.5807 -1.2943 0.0 -0.2 0.0
H -0.3489 6.3547 -4.0250 0.0 0.0 0.0
H 1.4032 6.1578 -3.8759 0.0 0.0 0.0
H 0.3592 5.6190 -2.5777 0.0 0.0 0.0
H -1.3623 4.8225 -5.5242 0.0 0.0 0.0
H 0.0733 0.8227 -5.9130 0.0 0.0 0.0
H 1.8316 1.2816 -4.2525 0.0 0.0 0.0
H 3.5466 3.1131 -1.6825 0.0 0.0 0.0
H 3.4228 2.0069 -3.0540 0.0 0.0 0.0
```
Forces are in eV/Å.

Its charge is 0. Its HOMO energy is -8.48 eV. As for the spin multiplicity: 1. The value obtained for the LUMO energy is -0.842 eV. For the relative energy (zero: lowest compared OMol25 entry of this formula, charge and spin), the calculation gives 6.1 kcal per mole.

natural (NBO) atomic charge list, values in e, 6 entries: 2.05, 0.40, -0.41, -0.27, -0.57, -0.30

=====

No. 4
A structure of composition C24H18F12N3O2Tc. Source: OMol25; level of theory: wB97M-V/def2-TZVPD.

```
60
Properties=species:S:1:pos:R:3:forces:R:3
Tc -1.1671 -0.1817 -0.1457 0.8 0.0 0.2
C 3.2531 -5.0507 1.8240 0.0 0.0 -0.1
C 2.6483 -3.7763 1.3159 -0.1 0.1 0.0
C 3.1201 -3.1468 0.1682 0.1 0.0 0.0
C 2.5369 -1.9868 -0.2883 -0.2 0.2 0.0
C 1.4406 -1.4041 0.3673 0.3 -0.5 0.2
N 0.8729 -0.2243 -0.1491 0.0 0.1 -0.2
C 1.6919 0.8009 -0.5264 0.2 0.1 0.0
C 3.0449 0.8429 -0.0976 -0.1 -0.1 0.0
C 3.9198 1.7940 -0.5496 0.0 0.1 -0.1
C 3.5128 2.7632 -1.4696 -0.1 -0.1 0.1
C 4.4732 3.7756 -2.0060 0.0 0.1 0.0
C 2.1617 2.7999 -1.8157 0.1 -0.1 0.0
C 1.2406 1.8920 -1.3279 -0.2 0.1 0.0
C -0.2457 2.1279 -1.5877 0.0 0.0 -0.3
O -1.0621 1.6933 -0.5611 -0.1 -0.3 0.4
C -0.7151 1.4134 -2.8921 -0.1 0.1 -0.1
F -1.8616 1.8831 -3.3705 0.1 -0.1 0.1
F -0.9641 0.0865 -2.5612 0.0 -0.1 0.2
F 0.1868 1.4060 -3.8582 -0.1 0.0 0.1
C -0.5775 3.6522 -1.7293 -0.1 0.1 0.1
F -0.2163 4.1304 -2.9331 -0.1 -0.1 0.1
F -1.8933 3.8537 -1.5910 0.3 0.0 0.0
F 0.0451 4.3645 -0.7874 -0.1 -0.1 -0.1
C 0.9055 -2.0788 1.4787 -0.1 0.2 0.1
C 1.5440 -3.2197 1.9512 0.2 -0.1 -0.1
C -0.4097 -1.6568 2.1516 0.1 -0.4 -0.1
O -0.9607 -0.4519 1.7581 -0.1 0.4 -0.6
C -1.4799 -2.7093 1.7321 -0.1 0.0 0.2
F -2.6712 -2.4588 2.2545 0.1 0.0 -0.1
F -1.1987 -3.9849 1.9084 0.1 0.2 -0.1
F -1.6093 -2.5246 0.3444 0.0 0.2 -0.1
C -0.2701 -1.5941 3.7018 0.0 0.1 0.0
F -1.2361 -0.8526 4.2349 0.1 -0.2 0.0
F -0.3446 -2.8240 4.2450 0.0 0.2 0.0
F 0.9097 -1.0610 4.0354 -0.2 0.0 0.0
H 4.3007 -5.1364 1.5409 0.0 0.0 0.1
H 2.7255 -5.9037 1.3903 0.0 0.0 0.0
H 3.1632 -5.1237 2.9065 0.1 0.0 0.0
H 3.9635 -3.5602 -0.3711 0.0 0.0 0.0
H 2.9079 -1.5042 -1.1827 0.0 0.0 0.0
H 3.3813 0.1146 0.6251 0.0 0.0 0.0
H 4.9412 1.7937 -0.1898 0.0 0.0 0.0
H 5.4894 3.3850 -2.0091 0.0 0.0 0.0
H 4.4690 4.6716 -1.3796 0.0 0.0 0.0
H 4.2032 4.0806 -3.0160 0.0 0.0 0.0
H 1.8401 3.5888 -2.4806 0.0 0.0 0.0
H 1.1751 -3.7099 2.8413 -0.1 0.0 0.0
C -6.1891 2.0209 0.0984 -0.1 0.2 0.0
N -5.1860 0.9838 -0.0850 0.1 0.0 0.0
C -5.4183 -0.3132 -0.4748 0.1 -0.2 0.0
C -4.2028 -0.9137 -0.5619 -0.1 0.0 0.0
N -3.2335 0.0070 -0.2279 -0.6 0.2 0.1
C -3.8671 1.1404 0.0512 0.1 -0.1 0.0
H -7.1604 1.5604 0.2505 0.0 -0.1 0.0
H -6.2361 2.6650 -0.7782 0.0 0.0 0.0
H -5.9436 2.6257 0.9677 0.0 -0.1 0.0
H -6.4101 -0.6926 -0.6477 0.0 0.0 0.0
H -3.9620 -1.9283 -0.8285 0.0 0.0 0.0
H -3.3756 2.0561 0.3374 -0.1 0.0 0.0
```
Forces are in eV/Å.

Its charge is +1. Its HOMO energy (spin up / spin down) is -10.85 / -11.18 eV. As for the expectation value of S²: 3.792. As for the spin multiplicity: 4. The value obtained for the LUMO energy (spin up / spin down) is -3.028 / -5.118 eV. For the relative energy (zero: lowest compared OMol25 entry of this formula, charge and spin), the calculation gives 2.0 kcal per mole.

natural (NBO) atomic charge list, values in e, 6 entries: 1.42, -0.64, 0.00, -0.19, -0.19, 0.06

=====

No. 5
The ion C24H18F6N with charge +1 in a non-equilibrium geometry. Source: OMol25; level of theory: wB97M-V/def2-TZVPD.

```
49
Properties=species:S:1:pos:R:3:forces:R:3
F -4.5389 3.2160 2.2562 0.5 -0.7 -0.3
C -4.7801 2.0781 1.5527 -1.5 1.1 0.5
F -5.6550 1.3742 2.3516 1.0 0.2 -1.2
F -5.4801 2.5236 0.4556 0.7 -0.9 0.7
C -3.5189 1.3105 1.1887 -0.2 0.4 0.9
C -3.4327 -0.0576 1.4929 0.3 0.6 -0.8
C -2.2054 -0.6834 1.3128 -0.6 0.1 0.9
C -1.0678 0.0271 0.9448 0.0 -0.8 -0.9
C 0.2470 -0.7482 0.8771 -1.6 -0.2 1.5
C 1.5419 0.0921 1.1800 0.4 -1.1 -0.9
C 1.6435 1.3913 1.6771 0.0 0.3 -0.4
C 2.8941 2.0582 1.7443 -0.6 -0.1 0.2
C 4.0642 1.3615 1.4398 0.1 0.2 0.1
C 5.4101 2.0555 1.5684 1.4 1.3 0.1
F 6.3414 1.3035 2.2303 -1.0 0.3 -0.8
F 5.9687 2.4238 0.3700 -0.6 -1.0 0.6
F 5.3339 3.2401 2.2386 -0.4 -0.9 -0.1
C 3.9988 0.0156 1.0551 -0.5 0.6 0.4
C 2.7469 -0.5784 0.9545 0.7 -0.1 -0.5
C -1.2387 1.2934 0.4053 -0.1 0.9 0.8
C -2.4162 2.0148 0.6907 0.1 -0.4 -0.7
H -4.2976 -0.6121 1.8320 0.0 0.1 0.0
H -2.1423 -1.7443 1.5324 0.2 0.1 0.3
H 0.2450 -1.5572 1.6953 -0.2 1.1 -1.1
H 0.7422 1.9092 1.9765 0.1 0.2 -0.1
H 2.9152 3.1341 2.0334 0.1 -1.1 -0.1
H 4.8995 -0.5476 0.8422 -0.1 0.0 0.1
H 2.7583 -1.6125 0.6329 -0.1 -0.1 0.0
H -0.4208 1.7589 -0.1399 -0.1 0.2 0.4
H -2.4429 3.1049 0.4979 -0.2 -0.9 0.0
C -1.1602 -3.8823 0.0175 0.7 -0.5 0.3
C -0.8069 -2.6980 -0.8078 -2.7 1.1 1.1
C 0.1594 -1.5960 -0.4939 2.3 -0.3 -0.5
C 0.1117 -0.8473 -1.7923 -0.5 1.1 0.6
C -0.9903 -1.2567 -2.5416 0.9 -0.3 -0.7
N -1.5449 -2.3564 -1.8496 0.8 -0.7 0.7
C -1.1984 -0.9074 -3.8755 -0.1 0.1 0.8
C -0.2388 -0.0639 -4.4103 0.1 0.9 -0.2
C 0.7463 0.5242 -3.6070 0.4 0.0 0.6
C 0.8922 0.1932 -2.2450 0.5 0.1 -0.7
H -0.3279 -4.0239 0.7280 -0.6 0.0 0.0
H -2.1312 -3.7789 0.5633 0.8 0.0 -0.5
H -1.1701 -4.7979 -0.6049 -0.2 0.5 0.2
H 1.1391 -2.0619 -0.2965 0.0 -0.4 -1.0
H -2.3484 -2.8866 -2.1831 0.3 -0.1 0.1
H -2.0811 -1.2412 -4.4137 0.3 -0.1 -0.1
H -0.2681 0.2390 -5.4581 -0.2 -0.2 0.3
H 1.4599 1.2324 -4.0322 -0.4 -0.2 0.0
H 1.6443 0.6643 -1.5863 -0.4 -0.4 -0.6
```
Forces are in eV/Å.

Its charge is +1. Its HOMO energy is -12.59 eV. Its structure (SMILES) is CC1=[NH+]c2ccccc2[C@H]1C(c1ccc(C(F)(F)F)cc1)c1ccc(C(F)(F)F)cc1. As for the spin multiplicity: 1. The value obtained for the LUMO energy is -4.720 eV.

natural (NBO) atomic charge list, values in e, 6 entries: -0.32, 0.98, -0.32, -0.32, -0.14, -0.19